DFT (wB97M-V/def2-TZVPD) results for a molecular structure, C23H26N3O5S4SeY at a distorted geometry.

```
63
Properties=species:S:1:pos:R:3:mulliken_charge:R:1
Y -0.064 -0.341 -0.338 1.15
Se -1.974 -3.397 -1.892 0.22
S 2.062 -2.225 2.332 0.12
S -1.288 -1.880 2.573 0.28
S -1.821 1.286 1.502 0.29
S 1.423 1.262 1.703 -0.06
O -0.154 1.740 -1.075 -0.75
O -0.777 4.229 -0.538 -0.64
O -2.093 -0.975 -0.726 -0.63
O -2.825 -2.130 -1.041 -0.28
O 1.345 -1.935 -0.733 -0.16
N -0.536 -4.744 0.422 -0.45
N -0.017 1.071 -3.267 -0.91
N 0.426 -0.118 -2.687 0.52
C -0.323 -2.622 3.862 -0.88
C 3.087 -4.556 -2.706 -0.70
C 1.771 -2.100 -3.140 0.81
C -0.990 2.454 2.590 -1.11
C 0.432 2.734 2.147 -0.79
C -1.150 4.305 -1.863 0.58
C -1.301 3.554 -4.087 -0.45
C 1.862 -2.578 -1.770 0.23
C -1.760 5.514 -2.190 -0.65
C 1.051 -0.881 -3.525 -0.65
C -0.337 1.954 -2.372 1.13
C 1.029 -3.269 3.370 -0.86
C 2.394 -0.758 3.303 -1.20
C 2.459 -2.771 -4.166 -0.74
C -1.853 4.747 -4.500 -0.74
C 1.369 0.411 3.273 1.11
C -2.095 -0.595 3.592 -0.81
C -1.078 -4.244 -0.436 0.27
C -0.915 3.261 -2.767 -0.15
C 2.561 -3.799 -1.617 -0.53
C -2.078 5.792 -3.527 -0.33
C -2.840 0.412 2.715 -1.07
C 3.056 -4.016 -3.976 -0.56
H -2.511 6.742 -3.816 0.39
H -3.336 1.122 3.333 0.57
H 0.852 3.240 2.982 0.69
H 1.720 1.154 4.048 0.42
H -1.139 2.790 -4.910 0.29
H 1.576 -3.667 4.202 0.54
H -0.136 -1.889 4.662 0.42
H 3.555 -5.491 -2.510 0.43
H -1.354 -0.039 4.176 0.30
H -0.587 3.273 -0.395 0.29
H 1.181 -0.547 -4.546 0.32
H 0.491 3.404 1.287 0.34
H -3.594 -0.079 2.095 0.44
H 2.383 -2.456 -5.198 0.30
H -1.613 3.321 2.662 0.63
H 3.336 -0.336 2.989 0.52
H -2.664 -1.148 4.352 0.55
H 2.629 -0.967 4.372 0.47
H 2.617 -4.189 -0.624 0.37
H -2.212 4.864 -5.512 0.39
H 0.781 -4.159 2.762 0.38
H -0.936 2.031 3.581 0.52
H -0.932 -3.461 4.319 0.49
H 0.386 0.044 3.503 -1.45
H -1.942 6.230 -1.399 0.41
H 3.390 -4.574 -4.860 0.36
```

Values from the calculation:
Relative energy (zero: lowest compared OMol25 entry of this formula, charge and spin)   0.0 kcal/mol
E_tot   -148711.218 eV
2S+1   1
Net charge   0
Frontier orbital gap   7.59 eV